13
Properties=species:S:1:pos:R:3:nbo_charge:R:1 method="wB97M-V/def2-TZVPD" orbital_gap_ev=10.82 homo_ev=-9.77 e_lumo_ev=1.0
C 0.2692 -2.0409 1.0334 -0.62
C 0.4611 -0.8867 0.0886 -0.40
C -0.5288 0.2626 0.4512 -0.50
C -0.4698 1.4597 -0.4591 0.44
O 0.2915 1.5658 -1.3780 -0.52
H -0.0878 -1.7788 2.0364 0.20
H -0.4384 -2.8049 0.7091 0.21
H 1.2072 -2.5756 1.2177 0.22
H 1.4333 -0.4120 0.0309 0.22
H 0.0959 -1.2189 -0.8831 0.21
H -1.5265 -0.1611 0.2925 0.22
H -0.4084 0.6103 1.4776 0.22
H -1.1376 2.3151 -0.2551 0.11


56
Properties=species:S:1:pos:R:3:nbo_charge:R:1 method="wB97M-V/def2-TZVPD" orbital_gap_ev=10.12 homo_ev=-9.87 e_lumo_ev=0.2
O 1.0410 1.4952 2.5176 -0.74
C 2.4342 1.2322 2.4778 -0.09
C 3.2170 2.3911 1.8549 -0.09
O 2.8922 2.5817 0.4863 -0.75
H 0.7659 1.5388 1.5820 0.49
H 2.7931 1.1198 3.5020 0.18
H 2.6173 0.3168 1.9072 0.17
H 4.2672 2.0768 1.8647 0.18
H 3.1826 3.2933 2.4668 0.18
H 2.0825 3.0952 0.4033 0.48
O -4.0826 1.7375 3.2688 -0.71
C -3.6672 1.3716 1.9628 -0.08
C -3.3157 2.5736 1.1073 -0.09
O -4.4869 3.1914 0.6252 -0.72
H -4.7272 1.0823 3.5505 0.47
H -2.7942 0.7161 2.0432 0.16
H -4.4100 0.8020 1.3925 0.17
H -2.6560 2.2324 0.2989 0.16
H -2.6967 3.2473 1.7145 0.17
H -4.2510 3.9053 0.0283 0.47
O -0.3027 1.3912 -3.0155 -0.76
C -0.0858 2.3316 -4.0950 -0.09
C -0.1663 1.5814 -5.4188 -0.10
O -1.4748 1.1439 -5.6897 -0.71
H -1.2511 1.2216 -2.9589 0.48
H -0.8562 3.1035 -4.0921 0.18
H 0.9003 2.7291 -3.8721 0.19
H 0.5755 0.7758 -5.3993 0.17
H 0.2117 2.2414 -6.2085 0.18
H -1.5251 0.2271 -5.3994 0.48
O -0.2139 -4.1061 2.1917 -0.73
C -0.3532 -5.5215 1.8828 -0.10
C 0.0168 -6.3813 3.0606 -0.10
O -1.0706 -6.4635 4.0029 -0.72
H -1.0530 -3.8477 2.5884 0.46
H -1.3948 -5.7027 1.6217 0.18
H 0.3317 -5.6461 1.0453 0.19
H 0.8918 -6.0417 3.6206 0.18
H 0.2291 -7.4149 2.7853 0.19
H -1.1928 -5.5878 4.3842 0.46
O 0.4789 -1.5000 -1.5689 -0.73
C 0.3273 -1.2592 -0.1813 -0.10
C -0.6277 -0.1278 0.1578 -0.10
O 0.0013 1.1376 -0.0546 -0.78
H 0.9080 -0.7433 -1.9870 0.47
H -0.0960 -2.1835 0.2229 0.19
H 1.3049 -1.0785 0.2738 0.18
H -0.9415 -0.2343 1.1933 0.19
H -1.5008 -0.2094 -0.5001 0.16
H 0.0741 1.3254 -0.9973 0.50
C 3.2439 0.7913 -2.4535 -0.25
O 3.3742 0.3065 -1.1363 -0.74
H 2.4951 1.5874 -2.5256 0.15
H 4.1707 1.1265 -2.9285 0.16
H 2.8914 -0.0520 -3.0559 0.17
H 3.4743 1.0799 -0.5475 0.49


6
Properties=species:S:1:pos:R:3:nbo_charge:R:1 method="wB97M-V/def2-TZVPD" orbital_gap_ev="5.50 / 5.51" homo_ev="-9.59 / -9.60" e_lumo_ev="-4.1 / -4.1"
P -0.3807 0.4521 0.4379 0.86
S -2.0438 1.1599 1.0995 -0.19
S -0.3016 0.3461 -1.6296 -0.17
Cl 1.1792 -2.5250 0.5841 -0.56
Cl 1.3043 1.4630 1.0209 -0.16
H 0.2425 -0.8961 -1.5128 0.22


37
Properties=species:S:1:pos:R:3:nbo_charge:R:1 method="wB97M-V/def2-TZVPD" charge=-2 orbital_gap_ev=6.35 homo_ev=-6.45 e_lumo_ev=-0.1
Sr -0.0814 0.1319 0.2441 1.97
N 1.5629 -2.6326 2.4389 -1.12
S 2.4044 -3.8827 2.1839 2.33
O 1.7771 -5.2623 2.3486 -0.87
O 3.8653 -3.8679 2.2530 -0.89
F 2.3002 -3.6861 0.5630 -0.54
S 1.5556 -3.0001 4.1567 2.33
O 2.8585 -3.2388 4.7845 -0.85
O 0.3626 -3.7505 4.5253 -0.88
F 1.1697 -1.5540 4.6875 -0.50
N 2.6894 2.1992 -1.7972 -1.16
S 2.4167 3.6722 -2.6767 2.33
O 2.5794 3.6743 -4.1190 -0.85
O 2.7676 4.8840 -1.9229 -0.86
F 0.7763 3.6409 -2.5661 -0.52
S 4.0414 2.0022 -2.2648 2.44
O 5.0806 2.8126 -1.7314 -0.90
O 4.2142 1.4066 -3.5866 -0.91
F 4.1975 0.5741 -1.3923 -0.57
N -2.1484 3.0064 2.0021 -1.12
S -3.8614 2.9226 2.3104 2.32
O -4.6626 3.2173 1.1205 -0.86
O -4.2865 3.2386 3.6872 -0.84
F -3.7986 1.2680 2.3297 -0.53
S -2.0597 4.5641 2.0993 2.39
O -2.4687 5.2947 3.2620 -0.88
O -1.9730 5.3039 0.8544 -0.92
F -0.4707 4.5221 2.3146 -0.55
N -1.9398 -2.4533 -2.1856 -1.15
S -1.7640 -2.6451 -3.8634 2.32
O -2.9686 -2.5707 -4.7025 -0.85
O -0.5855 -3.3951 -4.2783 -0.85
F -1.2555 -1.0872 -4.0852 -0.54
S -2.8386 -3.5931 -2.0581 2.40
O -2.2873 -4.9775 -2.2060 -0.88
O -4.2570 -3.3110 -2.2308 -0.91
F -2.9121 -3.4279 -0.4987 -0.54


Let's list E_tot in order: -6324.5952, -34477.8562, -56019.3797, -147971.7471 eV.
Let's list relative energy (zero: lowest compared OMol25 entry of this formula, charge and spin) in order: 55.3, 0.0, 277.4, 1030.4 kJ/mol.